one | Molecular formula: C28H87N21O13
Method: DFT, ωB97M-V/def2-TZVPD

Atoms and positions in Å:
1 C -24.544 -7.047 16.896
2 C -23.625 -5.851 16.587
3 C -23.021 -6.040 15.213
4 O -22.195 -7.201 15.087
5 C -21.124 -7.228 16.040
6 N -24.463 -4.648 16.675
7 H -24.113 -7.997 16.580
8 H -25.497 -7.022 16.366
9 H -24.877 -7.179 17.925
10 H -22.888 -5.827 17.390
11 H -22.430 -5.200 14.847
12 H -23.827 -6.247 14.509
13 H -21.546 -7.698 16.929
14 H -20.771 -6.201 16.124
15 H -20.395 -7.950 15.672
16 H -23.885 -3.916 16.289
17 H -25.122 -4.682 15.911
18 C -30.338 -6.898 19.447
19 C -31.416 -7.419 20.385
20 C -32.877 -7.305 19.886
21 O -33.261 -5.956 19.713
22 C -34.136 -5.717 18.572
23 N -31.089 -8.801 20.612
24 H -30.619 -5.895 19.127
25 H -30.117 -7.447 18.532
26 H -29.438 -6.588 19.978
27 H -31.192 -6.853 21.290
28 H -33.610 -7.657 20.612
29 H -33.062 -7.900 18.992
30 H -33.510 -5.800 17.683
31 H -34.462 -4.682 18.676
32 H -34.944 -6.440 18.682
33 H -31.872 -9.282 21.031
34 H -30.873 -9.340 19.785
35 C -27.998 -0.296 13.877
36 C -28.856 0.925 14.342
37 C -30.384 0.836 13.942
38 O -30.496 0.602 12.525
39 C -31.829 0.829 12.085
40 N -28.678 1.272 15.741
41 H -26.936 -0.056 13.844
42 H -28.346 -0.706 12.928
43 H -27.952 -1.164 14.534
44 H -28.474 1.785 13.792
45 H -30.833 1.775 14.267
46 H -31.023 0.047 14.337
47 H -32.588 0.196 12.545
48 H -31.910 0.705 11.006
49 H -32.093 1.871 12.265
50 H -29.355 1.984 15.978
51 H -28.812 0.439 16.296
52 C -28.339 -2.848 22.036
53 C -28.788 -1.355 22.174
54 C -29.319 -0.900 23.583
55 O -28.234 -1.011 24.484
56 C -28.535 -0.491 25.782
57 N -27.779 -0.400 21.767
58 H -27.657 -2.915 21.188
59 H -29.132 -3.493 21.657
60 H -27.872 -3.244 22.938
61 H -29.677 -1.289 21.546
62 H -30.162 -1.541 23.842
63 H -29.604 0.142 23.440
64 H -28.838 0.554 25.714
65 H -27.672 -0.513 26.448
66 H -29.251 -1.017 26.413
67 H -27.051 -0.915 21.292
68 H -27.337 0.033 22.565
69 C -33.978 -8.904 15.848
70 C -33.169 -7.902 15.030
71 C -31.725 -7.624 15.596
72 O -31.151 -6.480 14.957
73 C -29.837 -6.169 15.441
74 N -33.243 -8.368 13.674
75 H -34.970 -9.029 15.413
76 H -34.091 -8.579 16.882
77 H -33.439 -9.847 15.760
78 H -33.694 -6.952 15.128
79 H -31.067 -8.467 15.384
80 H -31.715 -7.309 16.639
81 H -29.546 -5.239 14.952
82 H -29.083 -6.897 15.141
83 H -29.789 -6.034 16.521
84 H -34.216 -8.427 13.412
85 H -32.728 -7.776 13.038
86 C -26.703 -4.121 13.095
87 O -25.850 -4.207 13.991
88 N -27.286 -5.179 12.514
89 N -27.091 -3.010 12.608
90 H -26.999 -6.076 12.878
91 H -27.876 -5.029 11.708
92 H -27.858 -2.919 11.957
93 H -26.677 -2.165 12.976
94 C -26.186 -5.133 19.979
95 O -27.080 -5.037 19.155
96 N -26.298 -5.401 21.211
97 N -24.921 -5.211 19.670
98 H -27.201 -5.505 21.653
99 H -25.409 -5.405 21.689
100 H -24.698 -5.174 18.685
101 H -24.222 -5.401 20.373
102 C -25.318 -1.459 19.102
103 O -25.640 -1.604 20.238
104 N -25.144 -0.297 18.629
105 N -25.230 -2.295 18.096
106 H -24.774 -0.185 17.696
107 H -25.336 0.475 19.251
108 H -25.474 -3.254 18.298
109 H -25.004 -1.923 17.185
110 C -28.898 -2.997 17.117
111 O -29.346 -2.222 16.285
112 N -29.230 -3.034 18.364
113 N -27.869 -3.717 16.870
114 H -29.944 -2.424 18.736
115 H -28.730 -3.734 18.894
116 H -27.513 -4.061 17.750
117 H -27.253 -3.658 16.072
118 C -29.216 2.056 19.510
119 O -29.834 2.889 18.839
120 N -27.982 2.263 19.867
121 N -29.634 0.907 19.917
122 H -27.561 1.623 20.526
123 H -27.445 3.054 19.541
124 H -29.096 0.377 20.588
125 H -30.341 0.441 19.366
126 C -31.949 -0.613 18.087
127 O -31.753 -1.430 19.022
128 N -33.002 0.158 18.174
129 N -31.237 -0.498 17.031
130 H -33.664 -0.064 18.904
131 H -33.042 0.837 17.428
132 H -31.436 0.295 16.437
133 H -30.520 -1.206 16.965
134 C -23.711 -1.493 15.311
135 O -22.920 -2.470 15.322
136 N -23.435 -0.302 15.703
137 N -24.990 -1.585 14.953
138 H -22.479 -0.195 16.013
139 H -24.140 0.419 15.748
140 H -25.324 -2.521 14.777
141 H -25.625 -0.808 14.839
142 C -32.462 -2.907 21.945
143 O -32.843 -3.408 23.006
144 N -32.496 -1.613 21.787
145 N -32.133 -3.566 20.900
146 H -32.848 -1.084 22.573
147 H -32.395 -1.305 20.830
148 H -31.835 -3.047 20.086
149 H -32.322 -4.547 20.751

HOMO energy in Eh: -0.3130
Net charge: 0
Orbital gap in eV: 8.704

two | Molecular formula: C28H87N21O13
Method: DFT, ωB97M-V/def2-TZVPD

Atoms and positions in Å:
1 C -0.764 -4.562 -0.297
2 O -1.114 -3.382 -0.108
3 N 0.264 -4.916 -1.079
4 N -1.261 -5.609 0.179
5 H 0.619 -4.191 -1.685
6 H 0.538 -5.874 -1.243
7 H -0.741 -6.475 0.199
8 H -2.201 -5.472 0.523
9 C -0.920 -0.853 -4.835
10 O -1.625 -0.360 -5.691
11 N -1.301 -1.492 -3.771
12 N 0.444 -0.772 -4.842
13 H -0.675 -1.873 -3.076
14 H -2.228 -1.893 -3.806
15 H 0.841 -0.331 -5.659
16 H 1.042 -1.153 -4.123
17 C 4.523 1.419 5.931
18 O 4.900 0.581 6.673
19 N 5.108 2.591 5.720
20 N 3.470 1.276 5.183
21 H 5.812 2.589 6.445
22 H 4.573 3.376 5.376
23 H 2.958 0.413 5.300
24 H 3.016 1.991 4.633
25 C -3.530 2.856 -5.101
26 O -4.370 3.764 -5.177
27 N -2.492 2.795 -4.345
28 N -3.764 1.767 -5.646
29 H -1.832 2.031 -4.365
30 H -2.372 3.535 -3.667
31 H -4.727 1.678 -5.934
32 H -3.106 1.001 -5.636
33 C 2.392 -2.179 -2.255
34 O 1.326 -2.680 -2.630
35 N 3.297 -1.995 -3.096
36 N 2.698 -1.909 -1.004
37 H 4.161 -1.558 -2.808
38 H 3.082 -2.143 -4.071
39 H 1.984 -1.977 -0.293
40 H 3.579 -1.443 -0.841
41 C 1.810 -2.643 5.018
42 O 2.131 -2.973 3.930
43 N 0.829 -3.011 5.704
44 N 2.381 -1.674 5.672
45 H 0.584 -2.689 6.629
46 H 0.158 -3.528 5.154
47 H 2.201 -1.448 6.640
48 H 3.349 -1.573 5.399
49 C -3.754 2.400 1.081
50 O -3.480 3.609 1.032
51 N -4.905 1.913 1.307
52 N -2.988 1.420 0.585
53 H -5.055 0.938 1.524
54 H -5.590 2.554 1.682
55 H -3.239 0.463 0.383
56 H -2.114 1.701 0.164
57 C -0.267 4.379 2.190
58 O 0.825 4.400 2.703
59 N -0.623 3.674 1.147
60 N -1.188 5.195 2.596
61 H -1.627 3.627 1.051
62 H 0.016 3.073 0.647
63 H -2.129 5.150 2.231
64 H -1.083 5.736 3.442
65 C -3.735 -1.947 2.295
66 C -4.208 -2.218 0.848
67 C -5.697 -1.883 0.704
68 O -6.536 -2.916 1.344
69 C -7.931 -2.870 0.908
70 N -3.264 -1.582 -0.043
71 H -4.351 -2.372 3.087
72 H -3.720 -0.883 2.533
73 H -2.739 -2.332 2.517
74 H -4.107 -3.294 0.712
75 H -5.969 -1.753 -0.344
76 H -5.957 -0.946 1.196
77 H -8.133 -2.571 -0.121
78 H -8.513 -2.141 1.472
79 H -8.378 -3.859 1.009
80 H -2.394 -2.089 0.037
81 H -3.451 -1.749 -1.021
82 C 3.191 2.614 -0.900
83 C 3.522 3.992 -1.544
84 C 4.521 4.885 -0.734
85 O 4.520 6.284 -1.014
86 C 5.527 7.007 -0.226
87 N 3.899 3.721 -2.886
88 H 3.952 1.917 -1.249
89 H 2.187 2.344 -1.226
90 H 3.148 2.703 0.186
91 H 2.525 4.433 -1.514
92 H 5.550 4.550 -0.863
93 H 4.301 4.834 0.332
94 H 5.412 6.809 0.840
95 H 5.616 8.062 -0.484
96 H 6.521 6.566 -0.308
97 H 3.927 4.601 -3.381
98 H 4.877 3.468 -2.880
99 C 5.514 -2.586 0.766
100 C 6.012 -1.561 1.808
101 C 5.351 -0.186 1.713
102 O 6.119 0.720 2.425
103 C 5.616 2.047 2.203
104 N 5.744 -2.196 3.103
105 H 5.712 -2.319 -0.272
106 H 4.446 -2.790 0.853
107 H 5.776 -3.625 0.966
108 H 7.078 -1.364 1.692
109 H 4.320 -0.339 2.032
110 H 5.329 0.022 0.643
111 H 6.265 2.770 2.698
112 H 4.621 2.220 2.613
113 H 5.629 2.428 1.182
114 H 6.243 -3.072 3.037
115 H 4.787 -2.510 3.178
116 C 1.560 0.238 1.706
117 C 0.315 -0.437 1.153
118 C -0.053 -0.035 -0.234
119 O -0.161 1.409 -0.414
120 C -0.535 1.954 -1.626
121 N 0.729 -1.821 1.171
122 H 1.885 -0.217 2.641
123 H 1.262 1.255 1.960
124 H 2.352 0.226 0.957
125 H -0.506 -0.171 1.820
126 H -1.017 -0.489 -0.461
127 H 0.504 -0.472 -1.063
128 H 0.155 1.562 -2.374
129 H -0.471 3.037 -1.530
130 H -1.565 1.672 -1.846
131 H -0.048 -2.444 1.004
132 H 1.105 -2.040 2.082
133 C -4.646 0.007 -2.548
134 C -5.115 -0.975 -3.634
135 C -5.103 -2.463 -3.211
136 O -3.731 -2.988 -3.043
137 C -3.602 -4.368 -2.634
138 N -6.482 -0.611 -3.974
139 H -5.371 -0.003 -1.733
140 H -4.624 1.026 -2.936
141 H -3.638 -0.218 -2.202
142 H -4.543 -0.836 -4.552
143 H -5.691 -3.095 -3.877
144 H -5.620 -2.680 -2.276
145 H -4.191 -4.956 -3.339
146 H -3.780 -4.542 -1.573
147 H -2.614 -4.800 -2.795
148 H -6.494 0.271 -4.466
149 H -6.789 -0.302 -3.062

HOMO energy in Eh: -0.3273
Net charge: 0
Orbital gap in eV: 8.919

Which of the structures shown above is the most stable? The most stable is one.